Record 1
{"formula": "C27H72O9", "method": "ωB97M-V/def2-TZVPD", "lumo_ha": 0.016, "homo_lumo_gap_ev": 10.258, "homo_energy_ev": -9.812, "e_above_lowest_kj_mol": 615.3, "smiles": "CC(C)O.CC(C)O.CC(C)O.CC(C)O.CC(C)O.CC(C)O.CC(C)O.CC(C)O.CC(C)O", "symbols": ["O", "O", "O", "O", "O", "O", "O", "O", "O", "C", "C", "C", "C", "C", "C", "C", "C", "C", "C", "C", "C", "C", "C", "C", "C", "C", "C", "C", "C", "C", "C", "C", "C", "C", "C", "C", "H", "H", "H", "H", "H", "H", "H", "H", "H", "H", "H", "H", "H", "H", "H", "H", "H", "H", "H", "H", "H", "H", "H", "H", "H", "H", "H", "H", "H", "H", "H", "H", "H", "H", "H", "H", "H", "H", "H", "H", "H", "H", "H", "H", "H", "H", "H", "H", "H", "H", "H", "H", "H", "H", "H", "H", "H", "H", "H", "H", "H", "H", "H", "H", "H", "H", "H", "H", "H", "H", "H", "H"], "positions_angstrom": [[-8.11, -2.12, 3.68], [7.23, -0.31, -0.30], [5.78, 1.29, 4.75], [-4.05, -2.47, -9.94], [-1.76, 8.62, -3.75], [2.52, -10.67, -4.28], [1.56, -3.93, 5.27], [-2.52, -1.33, 1.94], [2.61, 10.50, 3.73], [-3.13, 8.55, -3.46], [4.34, 10.29, 2.08], [1.32, -10.56, -3.49], [5.74, -1.94, -0.99], [-3.40, 7.35, -2.49], [-1.75, -2.15, -0.23], [6.36, -0.68, -1.39], [2.36, -6.24, 5.39], [-4.38, -4.41, -10.72], [5.55, 0.57, -1.59], [2.00, 9.35, 1.71], [-8.72, 0.27, 4.41], [-9.17, -1.07, 3.69], [3.16, 9.64, 2.71], [-2.29, -0.94, 0.59], [1.36, -5.21, 5.94], [6.05, 2.57, 5.32], [-9.82, -0.87, 2.30], [0.15, -10.74, -4.44], [1.19, -9.13, -2.88], [6.51, 3.57, 4.27], [-1.26, 0.27, 0.57], [-4.00, -4.05, -8.12], [4.71, 3.03, 5.90], [-3.51, 9.90, -2.79], [-3.66, -3.73, -9.63], [1.88, -4.79, 7.35], [-10.65, -0.17, 2.19], [2.93, -4.51, 7.29], [0.17, -10.09, -5.31], [-7.89, 0.80, 3.93], [-5.47, -4.28, -10.73], [-4.60, 10.00, -2.75], [6.22, 1.35, -1.94], [5.97, 3.66, 3.34], [5.15, 1.02, -0.68], [-1.13, 0.70, -0.42], [-8.35, 0.03, 5.41], [6.92, -0.74, -2.32], [-4.15, -5.46, -10.55], [-3.02, 7.46, -1.48], [-1.28, -1.92, -1.19], [5.08, 10.37, 2.88], [-1.64, -1.48, 2.28], [2.33, 9.09, 0.70], [-3.55, -3.23, -7.56], [4.65, 9.92, 1.11], [-0.86, -2.68, 0.12], [4.20, 3.19, 4.95], [-3.78, -1.83, -9.28], [-3.06, 9.93, -1.80], [2.40, -3.57, 5.59], [-2.59, -3.80, -9.86], [-3.62, 8.42, -4.43], [6.35, 1.10, 4.00], [1.67, -5.68, 7.94], [4.13, 11.34, 1.86], [-3.28, -0.78, 0.18], [3.36, -5.83, 5.27], [-7.27, -1.75, 3.42], [5.34, -1.95, 0.02], [7.54, 3.35, 3.97], [-10.00, -1.83, 1.81], [-2.44, -2.96, -0.45], [4.83, 3.91, 6.53], [1.42, 10.26, 1.65], [2.12, -6.60, 4.38], [6.56, 4.56, 4.72], [-3.89, -4.18, -11.67], [7.95, 0.22, -0.63], [2.46, -7.05, 6.11], [0.35, -5.55, 5.72], [-4.45, 7.04, -2.53], [-0.32, -0.08, 1.00], [1.31, -3.99, 7.80], [1.25, -11.22, -2.62], [-3.17, 10.82, -3.28], [-0.81, -10.57, -3.95], [-3.72, -4.99, -7.65], [4.85, -2.25, -1.55], [6.85, 2.43, 6.04], [0.37, -8.83, -2.23], [-0.16, -11.70, -4.86], [-1.70, 9.00, -4.62], [6.40, -2.76, -1.29], [-9.09, -0.33, 1.70], [2.46, 11.41, 3.48], [-9.79, -1.61, 4.40], [1.31, -8.30, -3.58], [-9.63, 0.80, 4.68], [1.43, 8.46, 1.99], [4.22, 2.29, 6.52], [3.35, -10.72, -3.80], [-5.08, -3.92, -8.01], [-2.75, 6.56, -2.86], [3.37, 8.63, 3.08], [4.74, 0.49, -2.31], [1.91, -8.99, -2.08], [-1.59, 1.12, 1.15]]}


Record 2
{"formula": "C40H50EuGe2I3N3O2Si2", "method": "ωB97M-V/def2-TZVPD", "lumo_ha": [-0.021, -0.057], "spin_multiplicity": 8, "s_squared": 15.778, "homo_lumo_gap_ev": [3.097, 4.512], "homo_energy_ev": [-3.664, -6.067], "symbols": ["Eu", "I", "I", "I", "Ge", "Ge", "Si", "Si", "O", "O", "N", "N", "N", "C", "C", "C", "C", "C", "C", "C", "C", "C", "C", "C", "C", "C", "C", "C", "C", "C", "C", "C", "C", "C", "C", "C", "C", "C", "C", "C", "C", "C", "C", "C", "C", "C", "C", "C", "C", "C", "C", "C", "C", "H", "H", "H", "H", "H", "H", "H", "H", "H", "H", "H", "H", "H", "H", "H", "H", "H", "H", "H", "H", "H", "H", "H", "H", "H", "H", "H", "H", "H", "H", "H", "H", "H", "H", "H", "H", "H", "H", "H", "H", "H", "H", "H", "H", "H", "H", "H", "H", "H", "H"], "positions_angstrom": [[-17.72, 10.61, 10.90], [-23.81, 13.98, 13.69], [-14.88, 10.83, 5.72], [-17.69, 12.97, 13.63], [-18.30, 4.20, 7.47], [-17.76, 3.59, 9.89], [-14.57, 9.20, 11.13], [-14.54, 8.28, 13.19], [-18.78, 12.57, 10.55], [-17.38, 10.42, 8.54], [-19.03, 8.79, 12.25], [-17.70, 12.37, 7.29], [-20.34, 9.95, 9.87], [-19.01, 0.11, 11.88], [-15.96, 1.44, 8.76], [-15.20, 8.30, 9.65], [-19.30, 8.82, 14.62], [-20.66, 9.05, 14.52], [-14.36, 9.47, 14.72], [-13.58, 1.28, 9.14], [-20.02, 3.49, 6.94], [-17.33, 11.07, 7.43], [-18.30, 1.01, 11.06], [-12.65, 8.81, 11.33], [-21.18, 11.16, 9.70], [-20.92, 1.50, 11.70], [-11.52, 7.45, 12.97], [-20.38, 9.01, 12.12], [-15.16, 6.54, 13.74], [-16.04, 2.62, 9.53], [-20.79, 13.61, 13.32], [-22.19, 12.70, 11.47], [-20.91, 8.88, 10.72], [-11.40, 9.06, 10.65], [-10.31, 8.27, 11.00], [-19.67, 13.06, 12.74], [-18.93, 2.18, 10.58], [-14.77, 0.79, 8.62], [-14.73, 11.13, 10.88], [-16.85, 3.43, 6.32], [-19.76, 12.50, 11.42], [-16.98, 10.40, 6.12], [-21.06, 12.14, 10.89], [-20.35, 0.31, 12.12], [-13.56, 2.53, 9.68], [-18.53, 8.71, 13.50], [-20.29, 2.42, 10.90], [-21.25, 9.14, 13.22], [-12.70, 8.00, 12.51], [-10.37, 7.49, 12.12], [-22.06, 13.42, 12.70], [-14.82, 3.21, 9.88], [-18.46, 6.14, 7.19], [-14.35, 5.88, 14.08], [-17.06, 9.32, 6.17], [-18.74, 8.88, 15.56], [-9.41, 8.26, 10.38], [-20.28, 9.50, 8.94], [-23.15, 12.65, 10.97], [-17.58, 6.57, 6.67], [-20.61, 7.92, 10.30], [-9.49, 6.93, 12.42], [-16.94, 2.37, 6.39], [-20.81, 3.27, 10.47], [-11.24, 9.95, 10.02], [-13.64, 11.44, 10.96], [-12.62, 2.97, 9.93], [-22.33, 9.33, 13.08], [-21.90, 1.80, 12.04], [-15.32, 9.95, 14.92], [-18.55, 6.59, 8.20], [-15.84, 3.75, 6.62], [-16.86, 0.96, 8.32], [-14.41, 7.99, 8.99], [-15.79, 6.76, 14.63], [-18.33, 12.80, 7.99], [-17.80, 12.76, 6.38], [-11.43, 6.88, 13.93], [-15.30, 11.69, 11.64], [-19.27, 6.34, 6.56], [-18.60, -0.85, 12.17], [-16.99, 3.83, 5.26], [-15.96, 7.54, 9.83], [-20.90, 13.91, 14.34], [-14.83, 4.23, 10.34], [-17.58, 10.82, 5.31], [-15.66, 6.04, 12.92], [-20.89, 11.69, 8.73], [-12.70, 0.59, 9.17], [-20.81, 4.18, 7.25], [-21.96, 9.07, 10.76], [-22.23, 10.86, 9.61], [-13.54, 10.19, 14.66], [-14.72, -0.06, 7.90], [-20.90, -0.47, 12.59], [-15.63, 9.05, 8.98], [-20.00, 3.31, 5.85], [-14.18, 8.82, 15.56], [-21.27, 9.06, 15.40], [-20.30, 2.60, 7.47], [-15.08, 11.49, 9.94], [-17.23, 0.84, 10.92], [-17.45, 8.59, 13.56]]}


Record 3
{"formula": "C39H27BF7N3O5OsS6", "method": "ωB97M-V/def2-TZVPD", "lumo_ha": -0.036, "homo_lumo_gap_ev": 6.305, "homo_energy_ev": -7.285, "symbols": ["Os", "S", "S", "S", "S", "S", "S", "F", "F", "F", "F", "F", "F", "F", "O", "O", "O", "O", "O", "N", "N", "N", "C", "C", "C", "C", "C", "C", "C", "C", "C", "C", "C", "C", "C", "C", "C", "C", "C", "C", "C", "C", "C", "C", "C", "C", "C", "C", "C", "C", "C", "C", "C", "C", "C", "C", "C", "C", "C", "C", "C", "B", "H", "H", "H", "H", "H", "H", "H", "H", "H", "H", "H", "H", "H", "H", "H", "H", "H", "H", "H", "H", "H", "H", "H", "H", "H", "H", "H"], "positions_angstrom": [[-0.23, -0.30, -0.31], [1.08, -2.24, -5.66], [-1.50, -0.80, -4.99], [0.41, 0.87, 2.77], [3.42, -3.97, -5.08], [-0.91, -1.83, -1.83], [1.57, -3.04, -2.94], [6.07, 2.98, -1.70], [3.50, -0.66, -3.18], [0.90, -2.38, 1.12], [1.74, 2.39, 0.00], [4.00, 3.75, -0.08], [2.56, -0.82, 0.87], [5.75, 0.76, -3.26], [0.95, -0.53, 2.58], [-0.49, 0.99, 3.88], [1.45, -0.03, -1.56], [-1.87, -1.04, 0.74], [0.06, -5.01, 0.70], [-1.43, -3.51, 2.19], [-0.21, 1.16, 1.34], [-0.69, 1.50, -1.12], [-1.03, 2.56, -0.32], [4.93, 2.27, -1.65], [-1.14, -4.70, 0.15], [2.64, 3.95, 4.00], [3.91, 3.61, 3.56], [-3.20, -0.96, 4.11], [-1.25, 2.80, -3.03], [-1.92, 4.77, 0.06], [-1.60, -5.16, -1.07], [-1.65, 3.85, -2.25], [1.58, 3.09, 3.78], [-0.77, 0.38, -6.14], [-3.66, -3.94, -0.76], [-3.20, -3.47, 0.47], [3.89, 2.64, -0.83], [4.13, 2.41, 2.90], [-1.95, -3.85, 0.92], [1.80, 1.90, 3.10], [-4.02, 0.91, 2.88], [-0.06, -1.66, -4.47], [-3.35, 0.51, 1.75], [3.07, 1.54, 2.67], [2.72, 1.91, -0.79], [3.59, 0.41, -2.38], [-1.23, 3.37, 1.92], [2.51, 0.74, -1.54], [-1.78, 4.56, 1.40], [-0.82, 2.37, 1.07], [0.18, -2.03, -3.20], [-2.55, -1.44, 2.95], [-1.75, -2.60, 3.08], [-2.56, -0.67, 1.75], [-2.85, -4.77, -1.52], [-0.77, 1.63, -2.42], [-3.94, 0.19, 4.08], [0.98, -5.74, -0.09], [-1.54, 3.75, -0.84], [4.76, 1.14, -2.44], [2.11, -3.14, -4.58], [1.24, -1.05, 1.14], [4.74, 4.29, 3.73], [0.02, 0.96, -5.65], [-2.04, 4.75, -2.69], [-3.82, -2.83, 1.07], [-4.45, 0.54, 4.97], [-0.45, 0.78, -3.01], [1.88, -5.83, 0.51], [-0.37, -0.10, -7.03], [5.12, 2.14, 2.56], [0.59, -6.73, -0.32], [2.48, 4.88, 4.53], [-1.30, -2.79, 4.05], [-4.63, -3.63, -1.12], [-3.11, -1.52, 5.03], [-0.98, -5.80, -1.68], [-1.30, 2.84, -4.11], [-2.32, 5.70, -0.32], [0.60, 3.33, 4.17], [-0.65, -4.11, 2.45], [-2.08, 5.33, 2.10], [-4.61, 1.82, 2.84], [1.21, -5.20, -1.01], [-3.20, -5.12, -2.49], [-3.40, 1.08, 0.84], [-1.17, 3.24, 2.99], [3.24, 0.61, 2.15], [-1.57, 1.05, -6.44]]}


Record 4
{"formula": "C3H9O3P", "method": "ωB97M-V/def2-TZVPD", "lumo_ha": [0.028, -0.096], "spin_multiplicity": 3, "s_squared": 2.007, "homo_lumo_gap_ev": [6.697, 7.352], "homo_energy_ev": [-5.929, -9.969], "e_above_lowest_kj_mol": 90.6, "symbols": ["P", "O", "O", "O", "C", "C", "C", "H", "H", "H", "H", "H", "H", "H", "H", "H"], "positions_angstrom": [[-1.33, -0.82, 0.13], [-2.01, 0.37, -0.78], [-1.05, -0.37, 1.53], [2.00, 0.53, -0.57], [-2.34, 1.58, -0.02], [2.76, -0.26, 0.29], [-1.53, -2.33, -0.56], [-3.30, 1.48, 0.61], [2.11, -0.99, 0.98], [1.41, 1.16, -0.02], [3.23, -0.95, -0.49], [-1.14, -3.01, 0.16], [3.38, 0.43, 0.76], [-1.58, -2.21, -1.57], [-2.40, 2.30, -0.76], [-1.57, 1.93, 0.54]]}


The calculated total energy results, record by record, are as follows: -47588.7352 -223269.1529 -142769.0816 -18682.7039 eV.